1.
48
Properties=species:S:1:pos:R:3:forces:R:3:mulliken_charge:R:1 method="wB97M-V/def2-TZVPD" e_tot_ha=-2917.54591 lumo_ev=-9.1 total_charge=+1
O 1.25565 -1.32955 -3.79072 0.28 1.12 1.22 -0.476
C 1.41895 -0.54785 -2.89196 -0.56 -1.50 -1.32 0.140
I 2.18395 1.40115 -3.38667 -0.05 -0.06 0.24 0.013
C 1.08934 -1.02638 -1.45155 0.84 0.21 -0.10 -0.702
N 0.95541 -0.06846 -0.38525 -0.40 0.07 -0.43 0.627
C -0.31508 0.57809 -0.09500 -1.64 1.70 0.56 0.862
C -1.53670 -0.34065 -0.31422 0.91 -0.28 0.99 -2.444
C -2.87478 0.27939 0.11813 -0.52 -0.90 -0.58 -1.744
C -4.00641 -0.47352 -0.61238 0.85 0.74 0.40 -1.194
S -3.97838 -2.24509 -0.33777 -1.56 -0.79 -1.70 1.405
O -5.31187 -2.73302 -0.41242 -0.62 0.27 0.80 -0.653
O -3.12691 -2.83477 -1.32121 1.41 0.27 0.47 -0.597
O -3.43852 -2.51681 1.13840 0.16 0.32 -0.20 -0.508
C -0.53599 1.94027 -0.83397 -0.57 -1.53 -1.33 -1.563
C -1.24465 1.70484 -2.17861 1.86 1.23 0.22 0.547
C -1.32938 2.89960 -3.03752 -1.52 -0.80 0.55 -1.268
O -2.46236 2.32822 -2.32015 -1.22 -0.26 -0.14 -0.555
C -0.46407 0.96424 1.40536 0.88 -0.60 0.01 0.269
O -0.70974 0.12804 2.30016 -0.02 -0.22 -0.02 -0.557
O -0.29900 2.13683 1.77457 -0.13 0.56 0.24 -0.554
C 2.10726 0.39587 0.24416 0.81 -0.60 -0.17 0.283
F 3.21090 0.20311 -0.52853 0.07 -0.60 -0.17 -0.355
F 2.10084 1.69917 0.49208 -0.32 0.51 0.45 -0.293
C 2.41359 -0.38136 1.62178 -0.14 1.47 -1.12 0.809
F 1.58350 -1.40162 1.72035 0.03 -0.61 0.37 -0.270
F 2.23241 0.50854 2.62494 -0.19 -0.07 0.65 -0.396
C 3.85934 -0.84025 1.78936 0.20 -0.46 1.15 0.969
F 4.20083 -1.80876 0.96278 -0.01 -0.23 -0.43 -0.277
F 4.70646 0.18488 1.69040 0.17 0.39 -0.35 -0.292
C 4.06916 -1.43109 3.25926 -0.50 -0.56 -0.86 0.536
F 4.82436 -0.45961 4.03029 0.05 -0.01 0.14 -0.226
F 2.97085 -1.64270 3.92696 0.08 0.12 0.30 -0.210
F 4.80430 -2.49526 3.25095 0.33 -0.11 0.15 -0.205
H 0.24845 -1.69956 -1.56674 -0.39 0.20 0.16 0.456
H 1.90944 -1.70250 -1.21025 0.18 -0.03 -0.08 0.500
H -1.56625 -0.77950 -1.30315 -0.20 0.24 -0.25 0.979
H -1.35316 -1.18070 0.35938 0.03 -0.26 -0.15 1.213
H -2.97085 1.33639 -0.10200 0.00 0.11 -0.08 0.788
H -3.04385 0.14051 1.18481 0.27 0.36 0.21 0.700
H -4.98429 -0.05847 -0.39953 -0.18 -0.27 0.29 0.513
H -3.82319 -0.35434 -1.67643 -0.18 -0.32 -0.22 0.416
H -3.16582 -1.70266 1.58412 0.05 -0.01 0.10 0.431
H 0.39049 2.44305 -1.06592 0.18 0.24 0.51 0.513
H -1.27636 2.55428 -0.33566 0.44 0.37 0.52 0.723
H -1.09688 0.76579 -2.67221 -0.15 -0.53 -0.31 0.909
H -1.47896 2.72521 -4.08818 0.46 0.52 -0.35 0.358
H -1.15572 3.85914 -2.58372 0.73 0.32 -0.48 0.311
Mg 5.01367 0.87786 5.42349 -0.18 0.30 0.11 1.067

---

2.
76
Properties=species:S:1:pos:R:3:forces:R:3:mulliken_charge:R:1 method="wB97M-V/def2-TZVPD" s_squared=6.029 e_above_lowest_kcal_mol=30.8 spin_multiplicity=5 e_tot_ha=-3313.66284 lumo_ev="-2.5 / -4.3" total_charge=0
Os -0.48737 -1.62477 0.94309 -0.86 -0.21 0.14 0.580
O -0.24655 4.68368 8.65144 -0.01 -0.04 0.02 -0.678
S 0.32903 5.02059 7.36565 -0.22 0.25 -0.01 1.197
O -0.59467 4.97832 6.24781 0.03 0.02 0.05 -0.672
O 1.24747 6.13879 7.36366 0.03 0.02 -0.02 -0.678
C 1.41641 3.61062 7.05575 0.39 -0.48 -0.06 -0.016
N 2.46396 3.40154 7.86785 -0.16 0.27 0.12 -0.475
C 3.22468 2.35657 7.62276 0.14 -0.22 -0.08 -0.331
C 2.99975 1.47145 6.56631 -0.21 0.32 0.10 -0.622
C 1.89946 1.78055 5.78892 -0.05 -0.35 -0.39 0.450
N 1.12025 2.82647 6.03003 -0.02 0.08 0.05 -0.272
C 1.46820 0.98999 4.58984 0.14 0.17 0.29 1.157
C 2.15024 -0.11897 4.10014 -0.01 0.00 -0.09 -0.884
C 1.68163 -0.76431 2.97333 0.05 0.11 0.07 -0.215
N 0.57106 -0.36760 2.33423 -0.03 -0.20 -0.11 -0.389
C -0.08696 0.71137 2.80453 0.04 0.05 -0.02 -0.287
C 0.32385 1.40984 3.91092 -0.01 -0.04 -0.11 -0.813
H 4.06616 2.19949 8.29139 -0.02 0.03 0.01 0.406
H 3.64635 0.62591 6.39357 0.03 -0.05 -0.02 0.365
H 3.04968 -0.48515 4.57239 0.02 0.00 0.02 0.306
H 2.20318 -1.61277 2.55047 -0.04 -0.02 0.03 0.445
H -0.96777 1.01051 2.24944 -0.03 -0.04 0.04 0.492
H -0.21297 2.27799 4.26975 0.00 0.02 0.01 0.677
O 2.60262 4.20183 -6.65883 0.03 -0.02 0.03 -0.484
S 2.71046 4.83802 -5.37082 0.02 0.14 -0.42 1.099
O 3.49876 4.20323 -4.37170 0.05 -0.14 0.23 -0.481
O 2.45282 6.24116 -5.27036 -0.01 0.07 0.04 -0.476
C 0.71470 4.22325 -4.88885 -0.13 0.01 0.05 0.490
N -0.21243 4.74486 -5.61843 0.02 -0.05 0.07 -0.464
C -1.42947 4.30099 -5.28608 -0.03 -0.06 0.04 -0.578
C -1.61899 3.36624 -4.27077 0.09 0.15 -0.08 -0.485
C -0.50196 2.91283 -3.58600 0.11 -0.19 0.13 0.082
N 0.71802 3.38067 -3.92980 -0.14 -0.13 0.03 -0.228
C -0.52756 1.90308 -2.48899 -0.01 0.30 -0.25 1.444
C -1.68703 1.20718 -2.15539 0.05 -0.11 0.02 -0.721
C -1.63442 0.26225 -1.15449 0.10 0.09 -0.01 -0.921
N -0.49786 -0.01001 -0.49224 0.12 -0.15 0.16 -0.199
C 0.61500 0.66992 -0.79619 -0.08 0.09 -0.11 -0.226
C 0.63797 1.63658 -1.78637 -0.06 -0.12 0.17 -0.655
H -2.26305 4.69930 -5.85048 0.00 0.01 0.00 0.437
H -2.61494 3.02522 -4.03662 -0.02 0.01 0.02 0.419
H -2.62688 1.36948 -2.66086 -0.01 0.03 -0.03 0.339
H -2.50743 -0.30204 -0.85540 0.02 0.00 0.01 0.567
H 1.50514 0.40285 -0.24433 0.02 -0.01 0.00 0.539
H 1.55755 2.15821 -2.00626 0.00 0.03 -0.04 0.596
C -2.25477 -5.26916 0.12333 0.06 -0.07 0.05 -1.452
C -2.57043 -4.02638 0.95657 0.04 0.12 0.11 1.715
C -2.69807 -4.41376 2.42964 -0.04 0.01 0.06 -1.683
C -3.86202 -3.37071 0.46402 -0.03 -0.02 -0.01 -1.493
N -1.49455 -3.07668 0.83199 0.51 0.24 -0.25 -0.232
H -3.03912 -6.01990 0.22504 -0.03 -0.01 0.01 0.454
H -1.30976 -5.71136 0.44242 -0.01 0.02 0.00 0.384
H -2.18011 -5.00845 -0.93194 0.01 0.03 -0.15 0.143
H -3.49400 -5.14799 2.56000 -0.02 -0.01 0.00 0.396
H -2.92867 -3.53713 3.03396 -0.01 0.02 0.00 0.399
H -1.76521 -4.84392 2.79267 0.03 -0.01 -0.01 0.384
H -4.70502 -4.05668 0.55832 -0.01 -0.03 0.00 0.415
H -3.77005 -3.08861 -0.58714 0.02 0.02 -0.02 0.241
H -4.07714 -2.47613 1.04739 0.00 0.03 0.02 0.375
C -1.30497 -4.00828 -3.90463 0.06 -0.03 0.01 -1.359
C -0.18705 -3.10017 -3.51931 0.13 0.14 0.01 1.034
C 0.43224 -2.22055 -4.36445 -0.10 -0.15 0.22 -1.005
C 1.46763 -1.42280 -3.83677 0.14 0.18 -0.21 1.092
N 1.85968 -1.48445 -2.57864 -0.02 -0.15 0.21 -0.407
C 1.26944 -2.36016 -1.74290 -0.04 0.01 -0.26 -0.077
S 1.68320 -2.52758 -0.11467 0.17 0.02 -0.09 -0.408
N 0.25180 -3.14636 -2.24122 -0.04 -0.05 0.09 0.079
C 2.18901 -0.44270 -4.71060 -0.04 -0.04 0.04 -1.079
H -1.59305 -3.84172 -4.93898 0.01 0.00 0.00 0.375
H -2.17012 -3.83612 -3.26619 -0.07 0.00 0.06 0.255
H -1.00357 -5.05031 -3.78793 -0.01 -0.01 0.01 0.347
H 0.13080 -2.14438 -5.39630 0.00 0.00 -0.05 0.369
H -0.19839 -3.75197 -1.56013 -0.03 0.04 0.00 0.045
H 1.79105 -0.42515 -5.72219 -0.01 0.00 -0.02 0.356
H 3.24697 -0.70206 -4.74644 0.01 -0.01 0.01 0.325
H 2.12817 0.55640 -4.27894 -0.01 0.05 0.03 0.174

---

3.
89
Properties=species:S:1:pos:R:3:forces:R:3:mulliken_charge:R:1 method="wB97M-V/def2-TZVPD" e_tot_ha=-2583.93157 lumo_ev=2.1 total_charge=-1
N -0.95260 -9.42578 -2.89881 -0.05 -0.03 0.50 -0.626
P -2.14264 -8.80266 -1.75547 0.17 -0.01 -0.39 0.103
O -3.40521 -9.68563 -2.37918 0.32 -0.12 0.13 -0.501
C -2.62829 -7.19407 -2.56524 0.11 0.47 0.30 -0.171
O -3.91147 -6.96837 -2.04103 0.19 -0.26 -0.09 -0.534
P -3.80439 -5.96266 -0.57699 -0.03 0.26 0.66 0.370
O -3.67719 -4.93186 0.81615 -0.43 0.05 -0.64 -0.543
O -2.51038 -5.07828 -1.42534 0.11 -0.56 -0.13 -0.114
C -1.81893 -5.88426 -2.30831 -0.41 0.61 -0.34 0.045
O -0.45436 -6.07163 -1.93225 0.01 0.13 -0.21 -0.484
H -1.12649 -10.42608 -2.98082 -0.06 0.05 -0.16 0.261
H -0.06374 -9.37065 -2.40264 0.06 -0.03 -0.23 0.254
H -4.18974 -9.31900 -1.95694 -0.32 0.13 -0.09 0.307
H -2.63399 -7.34820 -3.65213 -0.26 -0.23 0.10 0.420
H -2.76609 -6.81698 -0.04747 -0.03 -0.05 -0.06 -0.204
H -4.81279 -6.80144 0.02303 -0.05 0.07 -0.10 -0.078
H -4.75538 -5.04177 -1.08460 0.02 0.02 -0.17 -0.197
H -2.99676 -5.30850 1.36220 0.48 -0.19 0.40 0.262
H -1.78554 -5.34607 -3.27102 0.24 -0.05 0.20 0.207
H -0.31502 -6.98036 -1.67270 -0.03 -0.22 0.29 0.232
C -0.72627 -1.14657 -2.06268 -0.08 0.06 -0.08 -0.621
O -1.64679 -0.88415 -1.03581 0.22 -0.04 0.20 -0.278
C -2.13047 -2.07887 -0.40722 -0.10 0.17 -0.09 -0.391
C -2.37214 -1.86288 1.06284 -0.08 0.05 0.02 -0.137
O -1.18983 -1.74339 1.86065 -0.03 -0.04 0.09 -0.530
C -0.40857 -0.57625 1.75801 0.13 -0.07 -0.05 -0.027
C -1.00523 0.65154 2.41136 0.03 0.14 -0.01 -0.590
O -2.07866 1.17241 1.65025 -0.09 -0.13 -0.09 -0.095
C -3.14371 1.69115 2.40476 0.15 0.07 -0.04 -0.949
H -1.21652 -1.55017 -2.95721 0.03 -0.05 0.01 0.378
H -0.23937 -0.20403 -2.32312 -0.03 -0.01 -0.02 0.252
H 0.03770 -1.86305 -1.73859 0.02 -0.02 -0.02 0.159
H -1.43407 -2.90669 -0.55369 0.01 -0.03 0.00 0.235
H -3.07797 -2.36667 -0.87100 0.02 -0.16 0.01 0.301
H -2.86972 -2.76201 1.42118 -0.01 -0.03 0.01 0.423
H -3.04002 -1.01316 1.22565 0.08 0.07 -0.05 -0.056
H -0.13261 -0.35530 0.72287 -0.13 0.05 -0.02 -0.018
H 0.51138 -0.80617 2.30654 0.02 0.02 -0.04 0.406
H -0.21953 1.42016 2.48588 0.02 -0.04 0.11 0.134
H -1.33258 0.39841 3.42676 -0.06 -0.02 -0.02 0.440
H -3.46764 0.98931 3.18103 0.00 0.01 0.01 0.431
H -3.97165 1.85919 1.71682 -0.02 0.02 0.02 0.289
H -2.86908 2.64773 2.86912 -0.09 -0.03 0.10 0.235
C -0.08427 9.61061 0.82270 -0.02 0.00 -0.11 -0.790
O -0.11413 8.30827 0.29187 -0.01 -0.11 0.25 -0.271
C 1.16582 7.73826 0.08909 -0.03 0.10 -0.14 -0.779
C 1.17078 6.24951 0.34937 -0.01 -0.15 -0.10 -0.111
O 1.07749 5.87816 1.71267 0.14 0.01 0.02 -0.389
C -0.16713 6.02051 2.37666 0.00 0.03 0.14 -0.533
C -1.22481 5.01954 1.97453 -0.16 -0.04 -0.02 -0.028
O -1.76553 5.29809 0.69826 0.27 0.06 -0.10 -0.411
C -1.98949 4.14049 -0.08371 -0.11 0.05 -0.01 -0.498
H 0.23717 10.34556 0.07487 0.04 0.02 0.03 0.323
H -1.09602 9.85595 1.14236 -0.01 0.01 -0.04 0.233
H 0.58224 9.67390 1.69048 0.01 0.01 0.00 0.350
H 1.90828 8.21846 0.73735 -0.02 -0.01 0.04 0.377
H 1.46706 7.90039 -0.95526 0.10 0.02 0.03 0.380
H 2.14858 5.87919 0.03031 -0.01 -0.01 -0.02 0.377
H 0.41515 5.74352 -0.25613 -0.10 0.12 0.04 0.118
H -0.54849 7.04095 2.30197 -0.05 -0.02 -0.13 0.161
H 0.06706 5.82632 3.42673 -0.02 0.04 0.01 0.423
H -2.03132 5.06543 2.71938 0.04 -0.08 0.07 0.388
H -0.79547 4.01067 2.00178 0.01 0.00 -0.03 -0.043
H -1.09659 3.50887 -0.12682 -0.03 -0.05 0.02 0.209
H -2.23745 4.47004 -1.09138 -0.02 0.04 0.02 0.327
H -2.81884 3.54932 0.31169 0.04 -0.09 -0.02 0.193
C 5.50090 -1.12213 -2.82750 -0.07 0.04 -0.07 -0.792
O 4.47267 -0.49747 -2.09899 0.16 0.02 0.25 -0.283
C 3.56665 -1.40606 -1.49036 -0.08 0.01 -0.12 -0.713
C 3.06415 -0.89594 -0.15865 -0.06 -0.01 -0.03 0.050
O 4.02820 -0.93190 0.88534 -0.04 0.00 0.06 -0.470
C 5.05386 0.04294 0.89258 0.08 -0.04 -0.04 -0.369
C 4.62941 1.41904 1.35633 0.05 0.14 -0.01 -0.575
O 3.83791 2.09378 0.39556 -0.18 -0.27 0.03 -0.360
C 2.80910 2.87574 0.96480 0.11 0.10 -0.12 -0.460
H 5.13079 -1.54658 -3.76819 0.01 -0.05 0.01 0.329
H 6.24833 -0.36280 -3.05572 -0.03 0.01 -0.03 0.238
H 5.97740 -1.91884 -2.24468 0.00 -0.01 -0.01 0.342
H 4.04252 -2.38224 -1.34426 0.04 0.02 0.02 0.386
H 2.70270 -1.54460 -2.15117 -0.04 -0.10 0.01 0.354
H 2.27806 -1.58198 0.16460 -0.02 0.02 0.01 0.296
H 2.61717 0.09498 -0.26366 0.12 0.05 -0.05 0.076
H 5.56101 0.10032 -0.07270 -0.10 0.08 -0.06 0.147
H 5.77621 -0.32196 1.62842 0.02 0.00 -0.03 0.406
H 5.54025 2.00575 1.54375 0.00 -0.01 0.10 0.386
H 4.08410 1.32536 2.30250 -0.03 -0.03 -0.01 0.336
H 2.23511 2.30513 1.70306 0.01 0.02 0.02 0.168
H 2.13774 3.17112 0.15933 0.02 0.02 -0.01 0.124
H 3.21000 3.77997 1.43600 -0.07 -0.01 0.09 0.374

---

4.
19
Properties=species:S:1:pos:R:3:forces:R:3:mulliken_charge:R:1 method="wB97M-V/def2-TZVPD" e_above_lowest_kcal_mol=102.3 e_tot_ha=-323.51529 lumo_ev=-3.8 total_charge=+1
N 0.69246 0.53564 2.04811 -2.15 -2.42 2.04 -0.609
C 1.28242 -0.18377 0.92410 1.12 -3.13 1.36 -0.348
C 1.34635 0.57606 -0.31674 -1.95 4.10 -0.88 -0.720
C -0.07816 0.52594 -0.91321 1.36 -0.81 -1.26 0.426
N -1.20854 1.23111 -0.45579 0.43 -1.27 3.96 -0.582
C -0.37559 -0.58739 -1.60664 -0.92 -2.26 0.83 -0.606
N -1.66150 -1.24349 -0.95866 -2.65 2.54 -4.55 -0.362
H 0.32648 -0.31645 2.60717 0.24 2.23 -0.62 0.261
H 1.39108 0.89895 2.72183 -0.28 -0.11 -1.03 0.295
H 2.30994 -0.34887 1.32437 -0.34 -0.87 -1.22 0.364
H 0.70071 -1.25243 0.62739 1.70 2.61 1.44 0.185
H 2.11708 0.28125 -0.96973 0.71 -0.64 -0.99 0.416
H 1.51417 1.64020 -0.03495 0.34 -0.52 -0.28 0.300
H -1.06693 1.37685 0.58445 -0.17 -0.41 -0.94 0.280
H -1.37978 2.16626 -0.69733 0.24 1.43 -1.54 0.298
H 0.15257 -1.36568 -2.25107 -0.25 1.47 1.46 0.303
H -1.90930 -2.10274 -1.47277 0.22 0.11 0.82 0.359
H -1.67251 -1.29738 0.04301 0.44 -0.36 0.56 0.322
H -2.48096 -0.53404 -1.20353 1.92 -1.69 0.85 0.418